Formula: C5H5Br
Source: the Open Molecules 2025 dataset
Level of theory: the ωB97M-V functional and the def2-TZVPD basis

Atoms and positions in Å:
C (-1.59, 0.72, -0.37)
C (-0.42, 1.18, -0.45)
C (0.86, 1.00, -0.38)
C (1.18, -0.17, 0.30)
C (0.29, -1.19, 0.49)
Br (0.78, -2.82, 1.33)
H (-2.24, 1.08, 0.37)
H (-2.09, 0.30, -1.15)
H (1.73, 1.74, -0.75)
H (2.17, -0.40, 0.45)
H (-0.68, -1.42, 0.16)

Values from the calculation:
Net charge: 0
Calculated total energy, Eh: -2767.3919
Gap between HOMO and LUMO, eV: 8.90
Highest occupied orbital energy, eV: -8.35
LUMO level, eV: 0.5
Energy above the lowest of the compared OMol25 structures with the same formula, charge and spin, kcal/mol: 39.5
SMILES: C=C=C/C=C/Br

Here are the Löwdin charges for atoms 1 to 5, given in e: number 1, C, carries 0.009; number 2, C, carries -0.110; number 3, C, carries -0.132; number 4, C, carries -0.216; number 5, C, carries -0.559